The following is a DFT calculation (ωB97M-V with the def2-TZVPD basis set) of H16InO8 as an isolated structure.

Output
**E_tot**: -800.59567 hartree
**Highest occupied orbital energy**: -24.18 eV

Geometry as ORCA input:
```
! wB97M-V def2-TZVPD RIJCOSX def2/J DEFGRID3
* xyz 3 1
In 0.02 0.02 0.04
O -0.31 0.72 2.09
H -0.62 1.61 2.32
H -0.34 0.26 2.94
O -0.92 -1.23 -1.56
H -1.70 -1.74 -1.56
H -0.86 -1.09 -2.53
O 1.94 0.93 0.70
H 2.77 0.96 0.22
H 2.14 1.21 1.59
O -0.74 -1.74 1.17
H -0.13 -2.44 1.45
H -1.41 -2.26 0.66
O -2.13 0.21 0.22
H -2.52 0.81 -0.48
H -2.73 -0.45 0.63
O 1.60 -1.56 -0.20
H 1.58 -2.46 -0.45
H 2.36 -1.51 0.32
O -0.39 2.19 -0.22
H -1.28 2.61 -0.17
H 0.17 2.96 -0.31
O 1.05 0.60 -1.91
H 1.04 1.47 -2.40
H 1.40 -0.07 -2.57
*
```